Computed, not measured: a cluster of 3 separate species, C4H16N2O2 in total, with wB97M-V/def2-TZVPD.

Properties
Gap between HOMO and LUMO, eV: 9.12
SMILES: CC[C@H](N)CN.O.O
Net charge: 0
Maximum force, Eh/bohr: 0.19536
Highest occupied orbital energy, hartree: -0.310

```
24
C4H16N2O2 | OMol25 | wB97M-V/def2-TZVPD
C -1.630 0.936 0.905
C -0.647 0.621 -0.165
C 0.555 -0.218 0.460
N 1.476 0.672 1.167
C 1.380 -0.844 -0.716
N 0.742 -2.075 -1.102
H -1.805 0.107 1.544
H -1.489 1.867 1.541
H -2.654 1.098 0.364
H -0.293 1.428 -0.710
H -1.119 -0.117 -0.940
H 0.229 -1.016 1.209
H 1.102 1.575 1.406
H 1.901 0.285 1.977
H 1.397 -0.073 -1.435
H 2.421 -1.158 -0.170
H -0.105 -2.213 -0.860
H 0.943 -2.234 -2.148
O -2.596 -2.627 -0.616
H -2.900 -2.597 -1.538
H -3.220 -2.890 -0.010
O 2.147 3.039 0.279
H 1.975 3.925 0.027
H 2.189 2.508 -0.466
```

=====

Computed, not measured: the ion C6H17NO3S with charge +2, with wB97M-V/def2-TZVPD.

Properties
Gap between HOMO and LUMO, eV: 9.35
Net charge: +2
Maximum force, Eh/bohr: 0.07301
Highest occupied orbital energy, hartree: -0.601

```
28
C6H17NO3S | OMol25 | wB97M-V/def2-TZVPD
C 1.029 0.208 0.618
C -1.164 -1.792 1.927
C -3.121 1.489 0.419
C -2.473 -0.808 -2.119
C 1.813 0.647 -0.750
C 3.287 0.914 -0.237
N 3.958 -0.249 0.297
O -1.622 -0.851 1.009
O -1.841 1.235 -0.134
O -1.148 -0.707 -1.468
S -0.965 -0.037 -0.038
H 0.718 1.205 1.139
H -0.193 -1.587 2.358
H -1.184 -2.784 1.483
H -1.649 -1.838 2.876
H -3.107 1.941 1.380
H -3.500 0.452 0.410
H -3.526 2.144 -0.360
H -3.186 -0.899 -1.369
H -2.463 -1.708 -2.880
H -2.539 0.067 -2.640
H 1.420 1.579 -1.206
H 1.857 -0.231 -1.586
H 3.962 1.356 -0.967
H 3.183 1.653 0.599
H 3.608 -0.390 1.217
H 4.980 0.059 0.451
H 3.864 -1.067 -0.429
```

=====

Computed, not measured: a structure of composition C5H8O, with wB97M-V/def2-TZVPD.

Properties
Gap between HOMO and LUMO, eV: 9.79
Net charge: 0
Maximum force, Eh/bohr: 0.01623
Highest occupied orbital energy, hartree: -0.321

```
14
C5H8O | OMol25 | wB97M-V/def2-TZVPD
C -1.397 0.159 0.741
C 0.026 -0.209 0.369
C 1.283 0.638 0.475
C 0.418 0.735 -0.723
O 0.561 -0.294 -1.697
C 0.323 -1.288 -0.668
H -1.404 1.071 1.349
H -1.969 -0.630 1.225
H -1.924 0.417 -0.195
H 1.269 1.443 1.203
H 2.254 0.184 0.300
H -0.163 1.621 -0.970
H 1.233 -1.886 -0.525
H -0.512 -1.963 -0.883
```

=====

Computed, not measured: a cluster of 10 separate species, C5H32NO9S in total, with wB97M-V/def2-TZVPD.

Properties
Gap between HOMO and LUMO, eV: 8.79
Net charge: +1
Maximum force, Eh/bohr: 0.06932
Highest occupied orbital energy, hartree: -0.416

```
48
C5H32NO9S | OMol25 | wB97M-V/def2-TZVPD
C 0.978 -2.468 1.236
C 1.019 -1.210 0.392
C 0.984 -1.538 -1.143
C 1.206 -0.365 -2.083
S -0.086 0.096 -3.300
C -0.831 -1.513 -3.700
N 0.068 -0.179 1.033
H 1.635 -2.561 2.080
H 1.264 -3.329 0.600
H -0.126 -2.676 1.284
H 1.932 -0.577 0.585
H 1.802 -2.272 -1.203
H 0.046 -2.049 -1.302
H 1.402 0.521 -1.470
H 2.078 -0.672 -2.644
H -0.222 -2.249 -4.232
H -1.860 -1.476 -4.025
H -0.865 -2.030 -2.747
H -0.238 0.386 0.235
H -0.690 -0.715 1.463
H 0.534 0.306 1.793
H -2.115 -0.230 -1.151
H -3.619 -0.825 -1.105
O -2.677 -1.016 -1.049
H 4.038 1.755 4.046
H 4.996 1.887 2.880
O 4.273 1.343 3.203
H -3.802 -1.083 2.490
H -4.082 -1.265 0.954
O -4.408 -0.879 1.766
H 2.741 2.313 -1.584
H 3.715 2.694 -2.326
O 2.763 2.935 -2.341
H -2.648 1.146 2.549
H -2.062 0.310 3.715
O -2.223 0.314 2.757
H -2.095 -3.165 0.523
H -2.748 -3.771 1.751
O -2.011 -3.200 1.483
H 0.397 5.114 -1.997
H -0.710 4.111 -2.520
O -0.059 4.291 -1.834
H 2.522 2.310 0.939
H 2.824 1.410 2.244
O 2.244 1.548 1.460
H -2.298 2.989 0.585
H -1.358 3.121 -0.453
O -1.627 2.412 0.164
```